Formula: C28H28IN3O2PTi
Source: the OMol25 dataset
Level of theory: ωB97M-V/def2-TZVPD

Output
E_HOMO (eV): -11.431
Energy relative to the best compared isomer or geometry (same formula, charge and spin) (kcal per mole): 33.65
LUMO (hartree): -0.1259
Gap between HOMO and LUMO (eV): 8.006
Molecular weight (g/mol): 644.30
Net charge: +1

```
64
Properties=species:S:1:pos:R:3:nbo_charge:R:1
Ti 0.199 0.662 0.183 1.44
N 2.595 -0.505 1.752 -0.86
P 2.624 -0.231 0.034 1.05
C 4.411 -0.113 -0.217 -0.29
C 5.297 -1.108 0.190 -0.21
C 6.653 -0.940 -0.026 -0.20
C 7.128 0.204 -0.658 -0.17
C 6.246 1.189 -1.076 -0.19
C 4.886 1.032 -0.854 -0.21
C 2.200 -1.882 -0.642 -0.40
C 1.476 -2.840 0.064 -0.15
C 1.114 -4.030 -0.555 -0.21
C 1.453 -4.256 -1.880 -0.19
C 2.153 -3.294 -2.596 -0.18
C 2.527 -2.111 -1.982 -0.22
C 1.491 -0.393 2.551 0.44
C 1.613 -0.493 3.945 -0.28
C 0.476 -0.588 4.707 -0.08
C -0.781 -0.569 4.091 -0.29
C -0.839 -0.384 2.738 0.11
N 0.276 -0.283 1.966 -0.60
H 3.478 -0.535 2.238 0.43
H 4.928 -2.016 0.655 0.22
H 7.347 -1.709 0.289 0.23
H 8.190 0.323 -0.826 0.23
H 6.618 2.075 -1.572 0.23
H 4.189 1.799 -1.174 0.23
H 1.215 -2.684 1.102 0.21
H 0.574 -4.782 0.003 0.23
H 1.178 -5.189 -2.354 0.23
H 2.404 -3.467 -3.635 0.23
H 3.101 -1.370 -2.528 0.23
H 2.599 -0.517 4.388 0.24
H 0.555 -0.690 5.781 0.24
H -1.687 -0.684 4.666 0.25
H -1.770 -0.337 2.195 0.24
C -2.619 2.502 -1.284 -0.60
C -2.575 1.606 -0.031 0.07
C -3.903 0.847 0.074 -0.59
C -2.405 2.499 1.227 -0.62
N -1.459 0.688 -0.127 -0.68
H -3.382 3.269 -1.162 0.23
H -2.860 1.902 -2.163 0.21
H -1.662 3.001 -1.441 0.21
H -4.730 1.554 0.141 0.22
H -3.915 0.206 0.958 0.20
H -4.043 0.219 -0.807 0.22
H -3.032 3.386 1.150 0.23
H -1.374 2.825 1.334 0.22
H -2.698 1.952 2.125 0.20
I 2.707 0.840 -6.157 0.20
C 2.042 1.594 -4.316 -0.16
C 1.236 0.807 -3.508 -0.17
C 0.840 1.289 -2.272 -0.21
C 1.244 2.557 -1.832 -0.16
C 2.010 3.348 -2.681 -0.15
C 2.415 2.869 -3.917 -0.23
C 0.901 3.140 -0.475 0.77
O 0.682 4.311 -0.338 -0.52
O 0.919 2.263 0.530 -0.74
H 0.909 -0.172 -3.832 0.23
H 0.099 0.680 -1.717 0.18
H 2.288 4.340 -2.354 0.25
H 3.013 3.491 -4.569 0.24
```

Formula: C2H2ClF3Si
Source: the OMol25 dataset
Level of theory: ωB97M-V/def2-TZVPD

Output
E_HOMO (eV): -10.206
Energy relative to the best compared isomer or geometry (same formula, charge and spin) (kcal per mole): 28.33
LUMO (hartree): -0.0155
Gap between HOMO and LUMO (eV): 9.785
SMILES: F[Si](F)(F)/C=C/Cl
Molecular weight (g/mol): 146.57
Net charge: 0

```
9
Properties=species:S:1:pos:R:3:nbo_charge:R:1
C -0.294 0.658 0.103 -0.81
C 0.681 -0.425 0.147 -0.18
F -3.110 1.425 0.585 -0.63
F -2.746 -0.287 -1.399 -0.65
F -2.524 -0.849 0.880 -0.66
Si -2.124 0.381 0.021 2.36
Cl 2.271 -0.190 -0.075 0.11
H 0.139 1.581 -0.114 0.23
H 0.388 -1.522 0.105 0.24
```

Formula: C6H10O
Source: the OMol25 dataset
Level of theory: ωB97M-V/def2-TZVPD

Output
E_HOMO (eV): -9.773
Energy relative to the best compared isomer or geometry (same formula, charge and spin) (kcal per mole): 26.38
LUMO (hartree): 0.0392
Gap between HOMO and LUMO (eV): 10.839
SMILES: C[C@H]1C[C@H]1CC=O
Molecular weight (g/mol): 98.14
Net charge: 0

```
17
Properties=species:S:1:pos:R:3:nbo_charge:R:1
C 0.465 -1.780 0.938 -0.60
C 0.476 -1.217 -0.465 -0.23
C -0.880 -0.807 -0.954 -0.40
C 0.190 0.244 -0.681 -0.25
C 0.271 1.244 0.464 -0.52
C -0.320 2.570 0.017 0.45
O -1.011 2.673 -0.957 -0.52
H 0.120 -2.816 0.899 0.22
H -0.267 -1.277 1.568 0.20
H 1.423 -1.745 1.455 0.21
H 1.125 -1.776 -1.135 0.21
H -1.027 -0.937 -2.030 0.21
H -1.776 -0.887 -0.331 0.21
H 0.262 0.735 -1.655 0.24
H 1.305 1.422 0.833 0.23
H -0.279 0.905 1.361 0.24
H -0.078 3.450 0.672 0.10
```

Formula: C4H6N2O2
Source: the OMol25 dataset
Level of theory: ωB97M-V/def2-TZVPD

Output
E_HOMO (eV): -10.035
Energy relative to the best compared isomer or geometry (same formula, charge and spin) (kcal per mole): 180.41
LUMO (hartree): -0.0229
Gap between HOMO and LUMO (eV): 9.413
Molecular weight (g/mol): 114.10
Net charge: 0

```
14
Properties=species:S:1:pos:R:3:nbo_charge:R:1
C -2.469 -0.443 0.075 -0.77
C -1.402 0.727 0.337 0.14
C 1.509 -0.724 -0.311 0.00
C 2.622 0.019 0.116 0.71
H -2.486 -1.060 1.408 0.28
H -3.673 0.335 -0.313 0.27
H -1.778 -1.229 -0.972 0.31
H -1.811 1.665 0.846 0.21
H 1.815 -1.793 -0.375 0.20
H 1.376 1.468 -0.545 0.52
N -0.066 0.737 -0.029 -0.40
N 0.304 -0.556 -0.450 -0.24
O 2.405 1.328 -0.301 -0.70
O 3.654 -0.473 0.514 -0.52
```

Formula: C53H58AsAuGe2NP
Source: the OMol25 dataset
Level of theory: ωB97M-V/def2-TZVPD

Output
E_HOMO (spin up / spin down) (eV): -11.552 / -12.582
Energy relative to the best compared isomer or geometry (same formula, charge and spin) (kcal per mole): 0.00
<S²>: 2.0442
LUMO (spin up / spin down) (hartree): -0.2253 / -0.2883
Spin multiplicity: 3
Gap between HOMO and LUMO (spin up / spin down) (eV): 5.420 / 4.736
Molecular weight (g/mol): 1157.14
Net charge: +2

```
117
Properties=species:S:1:pos:R:3:lowdin_spin:R:1
Au -1.428 -0.342 0.250 0.15
C 0.326 2.389 3.169 0.01
C 0.030 1.108 3.984 0.10
Ge -1.158 -0.258 2.952 0.26
C -2.767 -0.455 4.046 0.07
C -3.520 0.885 4.057 0.00
C -2.404 2.861 0.309 0.07
C -1.830 2.810 -1.065 0.46
Ge -1.506 1.076 -1.848 0.14
C -2.657 0.112 -3.144 0.03
C -3.069 0.961 -4.383 0.01
C 0.434 0.918 -2.453 0.04
C 0.670 0.862 -4.001 0.01
C -1.346 3.949 -1.776 0.04
C -1.142 5.223 -1.208 0.09
C -0.733 6.280 -1.973 -0.01
C -0.524 6.131 -3.344 0.13
C -0.646 4.883 -3.946 -0.01
C -1.091 3.831 -3.167 0.11
H 1.169 2.936 3.662 0.00
H -0.508 3.119 3.177 0.00
H 0.633 2.186 2.153 0.00
H -0.588 1.379 4.856 0.01
H 0.941 0.661 4.346 0.00
H -2.522 -0.771 5.079 0.01
H -3.429 -1.157 3.629 0.00
H -3.005 1.639 4.689 0.00
H -4.514 0.786 4.442 0.00
H -3.601 1.370 3.075 0.00
H -1.624 2.670 1.041 0.02
H -3.561 -0.190 -2.645 0.00
H -2.108 -0.781 -3.471 0.00
H -3.670 1.826 -4.132 0.00
H -3.764 0.360 -4.979 0.00
H -2.251 1.274 -5.056 0.00
H 0.780 -0.012 -2.020 0.00
H 0.986 1.752 -1.961 0.00
H -0.080 0.373 -4.594 0.00
H 1.631 0.356 -4.181 0.00
H 0.809 1.863 -4.398 0.00
H -1.307 5.386 -0.143 0.01
H -0.619 7.280 -1.531 0.00
H -0.201 7.000 -3.929 0.01
H -0.517 4.776 -5.034 0.00
H -1.207 2.857 -3.685 0.01
C -3.612 -4.488 -0.419 0.00
C -4.805 -3.984 -0.883 0.00
C -5.084 -2.657 -0.666 0.00
C -4.162 -1.880 0.042 0.00
N -3.038 -2.394 0.594 0.00
C -2.799 -3.707 0.370 0.00
C -4.359 -0.401 0.247 0.02
C -5.647 0.104 0.471 0.00
C -5.883 1.440 0.752 0.02
C -4.834 2.332 0.755 0.00
C -3.536 1.892 0.502 0.03
C -3.293 0.518 0.294 0.01
H -3.248 -5.500 -0.621 0.00
H -5.452 -4.561 -1.496 0.00
H -5.985 -2.160 -1.021 0.00
H -1.861 -4.050 0.768 0.00
H -6.463 -0.598 0.458 0.00
H -6.884 1.835 0.895 0.00
H -4.938 3.425 0.941 0.00
H -2.740 3.907 0.403 0.00
C 2.231 -0.775 0.346 0.00
C 2.496 0.138 1.509 0.00
As 4.241 1.021 1.598 0.00
C 4.210 1.981 -0.113 0.00
C 5.308 2.148 -0.939 0.00
C 5.236 2.842 -2.166 0.00
C 4.065 3.505 -2.502 0.00
C 2.983 3.437 -1.637 0.00
C 3.067 2.691 -0.457 0.00
C 5.286 -0.572 1.180 0.00
C 5.513 -1.076 -0.090 0.00
C 6.105 -2.306 -0.294 0.00
C 6.430 -3.073 0.827 0.00
C 6.213 -2.587 2.126 0.00
C 5.584 -1.350 2.304 0.00
P 0.633 -1.647 0.449 0.04
C 0.655 -2.355 2.150 0.02
C 1.852 -2.730 2.765 0.00
C 1.883 -3.158 4.060 0.01
C 0.729 -3.282 4.831 0.00
C -0.461 -2.964 4.223 0.01
C -0.526 -2.488 2.911 0.03
C 0.647 -3.062 -0.681 0.01
C 1.682 -3.979 -0.686 0.00
C 1.705 -4.999 -1.659 0.00
C 0.679 -5.079 -2.587 0.00
C -0.350 -4.152 -2.586 0.00
C -0.377 -3.173 -1.625 0.01
H 3.032 -1.510 0.214 0.00
H 2.129 -0.180 -0.574 0.00
H 2.442 -0.384 2.469 0.00
H 1.781 0.952 1.552 0.00
H 6.263 1.719 -0.677 0.00
H 6.105 2.927 -2.769 0.00
H 4.059 4.067 -3.433 0.00
H 2.093 3.999 -1.848 0.00
H 2.165 2.683 0.169 0.00
H 5.264 -0.432 -0.935 0.00
H 6.300 -2.657 -1.315 0.00
H 6.886 -4.058 0.716 0.00
H 6.559 -3.173 2.992 0.00
H 5.372 -0.948 3.301 0.00
H 2.799 -2.583 2.241 0.00
H 2.840 -3.449 4.472 0.00
H 0.804 -3.593 5.850 0.00
H -1.377 -3.112 4.787 0.00
H -1.486 -2.482 2.391 0.01
H 2.515 -3.849 -0.028 0.00
H 2.528 -5.697 -1.761 0.00
H 0.707 -5.797 -3.409 0.00
H -1.165 -4.181 -3.293 0.00
H -1.223 -2.457 -1.605 0.01
```

Formula: C12H16N2O5
Source: the OMol25 dataset
Level of theory: ωB97M-V/def2-TZVPD

Output
E_HOMO (eV): -9.253
Energy relative to the best compared isomer or geometry (same formula, charge and spin) (kcal per mole): 83.88
LUMO (hartree): 0.0110
Gap between HOMO and LUMO (eV): 9.553
SMILES: N[C@@H](CO)C(=O)N[C@@H](Cc1ccc(O)cc1)C(=O)O
Molecular weight (g/mol): 268.27
Net charge: 0

```
35
Properties=species:S:1:pos:R:3:nbo_charge:R:1
C 0.027 3.576 0.906 -0.18
C -0.604 2.195 0.622 0.66
C 0.322 3.567 2.361 -0.09
C -0.136 0.194 -0.686 -0.14
C -1.281 0.390 -1.725 0.79
C -0.450 -0.976 0.264 -0.41
C 0.230 -2.289 -0.162 -0.03
C 1.324 -2.883 0.498 -0.21
C -0.315 -2.939 -1.279 -0.21
C 1.828 -4.137 0.187 -0.24
C 0.229 -4.234 -1.593 -0.23
C 1.214 -4.802 -0.837 0.24
H -0.884 4.795 -0.449 0.37
H -1.909 4.184 0.747 0.39
H 0.973 3.807 0.321 0.20
H 1.148 2.900 2.524 0.18
H -0.626 3.215 2.953 0.19
H 0.210 5.395 2.242 0.48
H 1.157 1.805 -0.064 0.41
H 0.680 -0.042 -1.430 0.23
H -0.102 -0.616 1.299 0.22
H -1.454 -1.065 0.187 0.25
H 1.623 -2.391 1.385 0.21
H -1.107 -2.570 -1.852 0.22
H 2.576 -4.679 0.800 0.23
H -0.184 -4.938 -2.492 0.23
H 1.121 -6.726 -0.699 0.48
H -2.031 1.415 -2.980 0.50
N -0.926 4.635 0.552 -0.84
N 0.216 1.425 -0.046 -0.59
O -1.763 1.848 0.957 -0.64
O 0.661 4.882 2.930 -0.72
O -2.286 -0.207 -1.600 -0.58
O 1.657 -6.108 -1.253 -0.71
O -1.135 1.373 -2.591 -0.67
```

Electronic energy across the listed records, respectively: -78556.4864, -30663.1218, -8430.0964, -11313.2185, -244227.9300, -25920.1725 eV.